Computed, not measured: C17H21N3O in the gas phase, with ωB97M-V/def2-TZVPD.

Properties
2S+1: 1
Orbital gap in hartree: 0.3182
Molecular weight in g mol⁻¹: 283.37
Relative energy (zero: lowest compared OMol25 entry of this formula, charge and spin) in eV: 0.151
E in eV: -24488.99336
SMILES string: Cc1cc(N2CCCCCC2)nc(-c2ccccc2O)n1
F_max in eV/A: 0.51

Last column: Löwdin charge in e.
Element x y z (Å)
1 C -0.44 -4.26 -0.34  -0.03
2 C -0.26 -2.79 -0.13  -0.32
3 C 0.99 -2.25 0.14  0.04
4 C 1.07 -0.86 0.34  -0.25
5 N 2.22 -0.21 0.62  -0.07
6 C 2.17 1.18 1.02  -0.15
7 C 2.20 2.14 -0.18  -0.17
8 C 3.60 2.29 -0.77  -0.21
9 C 4.24 0.96 -1.17  -0.20
10 C 4.62 0.09 0.03  -0.18
11 C 3.51 -0.85 0.48  -0.16
12 N -0.05 -0.13 0.29  0.16
13 C -1.21 -0.74 0.04  -0.25
14 C -2.43 0.08 -0.02  -0.09
15 C -3.66 -0.55 -0.22  -0.03
16 C -4.83 0.17 -0.28  -0.10
17 C -4.79 1.55 -0.14  -0.09
18 C -3.59 2.20 0.05  -0.02
19 C -2.40 1.48 0.12  -0.27
20 O -1.26 2.17 0.31  0.04
21 N -1.35 -2.04 -0.18  0.15
22 H 0.31 -4.64 -1.04  0.08
23 H -1.44 -4.44 -0.73  0.08
24 H -0.33 -4.79 0.60  0.08
25 H 1.85 -2.90 0.21  0.10
26 H 1.24 1.33 1.58  0.12
27 H 3.00 1.38 1.69  0.13
28 H 1.52 1.76 -0.94  0.11
29 H 1.84 3.11 0.13  0.12
30 H 4.25 2.79 -0.05  0.11
31 H 3.53 2.93 -1.66  0.11
32 H 5.15 1.18 -1.75  0.11
33 H 3.56 0.41 -1.83  0.12
34 H 5.48 -0.54 -0.23  0.11
35 H 4.95 0.73 0.85  0.11
36 H 3.80 -1.32 1.43  0.13
37 H 3.41 -1.64 -0.27  0.11
38 H -3.66 -1.62 -0.32  0.10
39 H -5.77 -0.33 -0.43  0.10
40 H -5.71 2.13 -0.19  0.10
41 H -3.54 3.27 0.16  0.11
42 H -0.53 1.50 0.33  0.04